{
  "formula": "C8H10",
  "method": "ωB97M-V/def2-TZVPD",
  "elements": ["C", "C", "C", "C", "C", "C", "C", "C", "H", "H", "H", "H", "H", "H", "H", "H", "H", "H"],
  "coordinates": [[1.0646, 1.5081, 1.4582], [0.4763, 0.7627, 0.4958], [-0.2942, 1.1015, -0.6759], [-1.7249, 0.5889, -0.5023], [-0.7976, -0.1653, -1.2524], [-0.3435, -1.3101, -0.4010], [1.0854, -1.4727, -0.2901], [0.2793, -0.6937, 0.8961], [1.6540, 1.1340, 2.2873], [0.9818, 2.5841, 1.2728], [-0.0220, 1.7602, -1.4743], [-1.9275, 0.2385, 0.4451], [-2.5609, 1.1691, -0.9008], [-0.7254, -0.4255, -2.2476], [-0.8762, -2.2606, -0.2805], [1.9406, -0.8817, -0.5721], [1.4235, -2.5283, -0.2068], [0.3667, -1.1092, 1.9486]],
  "atomic_forces_ev_per_a": [[-0.4867, 1.3013, -2.1771], [1.0547, -0.7149, 4.8123], [-0.3482, -0.6304, -0.3664], [-2.2504, 3.4369, -1.7131], [0.4341, -3.1481, 1.2824], [0.4025, 0.2315, 0.9583], [1.6346, -1.5673, 1.9701], [1.3902, -1.7260, -2.4506], [-0.3915, -0.0936, -0.0673], [0.5777, -0.1116, 0.4826], [0.0223, 0.9737, 0.3849], [-0.4276, -0.6668, 1.8585], [0.4166, -0.1218, -0.2525], [-0.4427, 0.2465, -2.2321], [-0.2285, 0.6077, -0.3822], [-0.4558, 0.4831, -1.0485], [-0.3109, 0.7320, 0.5984], [-0.5905, 0.7679, -1.6577]],
  "mulliken_charge": [-1.0391, 0.4609, -0.3503, -0.7024, -0.2585, -0.0347, -0.7523, -0.5892, 0.3067, 0.2569, 0.4130, 0.2235, 0.2859, 0.4958, 0.3811, 0.2576, 0.2695, 0.3755],
  "e_above_lowest_kj_mol": 378.9,
  "e_lumo_ha": 0.0432,
  "e_homo_ev": -8.14,
  "smiles": "C=C1[C@@H]2C[C@@H]2[C@H]2C[C@@H]12"
}